Version one
# C6H9P

One molecule with the formula C6H9P (ωB97M-V/def2-TZVPD, the OMol25 dataset).

Output
Net charge: 0
HOMO-LUMO gap in eV: 9.61
Spin multiplicity: 1
E_LUMO in eV: 1.06
SMILES: C1=C[C@H]2P[C@H]2CC1

Positions of all 16 atoms, in Å:
C 0.495 -1.552 0.313
C 0.957 -0.989 -0.798
C 0.525 0.344 -1.228
P -1.313 0.642 -1.525
C -0.146 1.220 -0.204
C -0.271 0.656 1.190
C -0.515 -0.855 1.171
H 0.820 -2.537 0.615
H 1.678 -1.494 -1.424
H 1.171 0.819 -1.959
H -1.094 1.757 -2.347
H 0.115 2.274 -0.224
H -1.081 1.149 1.729
H 0.662 0.862 1.726
H -0.483 -1.244 2.191
H -1.517 -1.052 0.773

Löwdin atomic charge list, values in e, 5 entries: number 1, C, carries -0.117; number 2, C, carries -0.141; number 3, C, carries -0.465; number 4, P, carries 0.939; number 5, C, carries -0.497


Version two
# C6H9P

One molecule with the formula C6H9P (ωB97M-V/def2-TZVPD, the OMol25 dataset).

Output
Net charge: 0
HOMO-LUMO gap in eV: 8.40
Spin multiplicity: 1
E_LUMO in eV: 0.02
SMILES: CC1(C)C=CP=C1

Positions of all 16 atoms, in Å:
C -0.162 -0.988 1.061
C -0.128 -0.158 -0.211
C 1.201 0.715 -0.138
C -1.332 0.763 -0.408
C -1.843 0.696 -1.805
P -1.081 -0.522 -2.741
C -0.105 -0.911 -1.488
H 0.730 -1.703 1.012
H -1.064 -1.522 1.054
H -0.333 -0.432 2.049
H 1.437 1.006 -1.103
H 2.057 0.062 0.182
H 1.129 1.481 0.560
H -1.513 1.565 0.342
H -2.677 1.375 -2.075
H 0.568 -1.807 -1.573

Löwdin atomic charge list, values in e, 5 entries: number 1, C, carries -0.068; number 2, C, carries -0.637; number 3, C, carries -0.026; number 4, C, carries -0.066; number 5, C, carries -0.368


Energy comparison, zero being the most stable, in hartree: version one 0.0000; version two 0.0476.


Version one
# C7H16O

A 3-piece molecular cluster, C7H16O overall (ωB97M-V/def2-TZVPD, the OMol25 dataset).

Output
Net charge: 0
HOMO-LUMO gap (alpha / beta) in eV: 6.90 / 6.86
Spin multiplicity: 1
E_LUMO (alpha / beta) in eV: 0.62 / 0.63

Positions of all 24 atoms, in Å:
C -0.066 -0.193 0.371
C 1.246 -0.168 -0.053
C -0.230 0.722 -1.777
C -0.589 0.913 1.238
C 1.582 -1.114 1.987
C -0.919 -1.416 0.226
C -1.499 1.529 -1.808
O 1.757 -1.130 -0.854
H 2.598 -0.839 -1.220
H 1.827 0.736 0.083
H -0.282 -0.224 -2.311
H 0.648 1.290 -2.086
H -1.167 -1.814 1.211
H -0.419 -2.190 -0.351
H -1.854 -1.150 -0.271
H 0.105 1.750 1.301
H -1.539 1.276 0.843
H -0.775 0.542 2.246
H 1.711 -2.145 1.673
H 2.522 -0.610 2.202
H 0.882 -1.014 2.811
H -2.351 0.967 -1.412
H -1.412 2.449 -1.223
H -1.776 1.834 -2.828

Löwdin atomic charge list, values in e, 5 entries: number 1, C, carries -0.403; number 2, C, carries -0.283; number 3, C, carries -0.123; number 4, C, carries -0.047; number 5, C, carries -0.023


Version two
# C7H16O

A 2-piece molecular cluster, C7H16O overall (ωB97M-V/def2-TZVPD, the OMol25 dataset).

Output
Net charge: 0
HOMO-LUMO gap in eV: 9.96
Spin multiplicity: 1
E_LUMO in eV: 0.84
SMILES: C/C=C/CCCC.O

Positions of all 24 atoms, in Å:
C -1.230 2.709 -1.280
C -1.222 1.791 -0.085
C -0.137 1.196 0.375
C -0.174 0.214 1.529
C -0.077 -1.239 1.050
C 1.158 -1.587 0.254
C 2.440 -1.654 1.107
H -0.498 3.507 -1.178
H -2.209 3.141 -1.494
H -0.918 2.176 -2.190
H -2.180 1.601 0.390
H 0.853 1.381 -0.029
H -1.115 0.335 2.068
H 0.628 0.423 2.244
H -0.155 -1.921 1.915
H -0.994 -1.523 0.505
H 1.305 -0.889 -0.572
H 0.987 -2.544 -0.241
H 2.796 -2.681 1.232
H 3.209 -1.031 0.651
H 2.247 -1.327 2.128
O -1.865 -0.444 -2.844
H -1.637 -0.930 -2.041
H -1.209 -0.701 -3.495

Löwdin atomic charge list, values in e, 5 entries: number 1, C, carries -0.108; number 2, C, carries -0.167; number 3, C, carries -0.140; number 4, C, carries -0.207; number 5, C, carries -0.243


Version three
# C7H16O

A 2-piece molecular cluster, C7H16O overall (ωB97M-V/def2-TZVPD, the OMol25 dataset).

Output
Net charge: 0
HOMO-LUMO gap in eV: 9.86
Spin multiplicity: 1
E_LUMO in eV: 0.78
SMILES: C=C(CC)CCC.O

Positions of all 24 atoms, in Å:
C -1.894 -1.354 0.109
C -0.613 -0.969 -0.021
C 0.387 -1.216 1.102
C -0.236 -1.114 2.529
C 0.019 -0.625 -1.354
C -0.069 0.869 -1.684
C 1.351 1.534 -1.956
H -2.615 -1.305 -0.688
H -2.123 -1.762 1.081
H 1.234 -0.541 1.181
H 0.656 -2.277 0.969
H -0.753 -0.147 2.538
H -0.890 -1.920 2.838
H 0.598 -0.944 3.205
H -0.538 -1.097 -2.184
H 0.968 -1.114 -1.509
H -0.502 1.481 -0.898
H -0.762 1.153 -2.483
H 1.136 2.111 -2.850
H 2.167 0.832 -1.945
H 1.533 2.261 -1.173
O 0.580 1.810 1.205
H -0.351 1.584 0.993
H 0.716 2.750 0.996

Löwdin atomic charge list, values in e, 5 entries: number 1, C, carries 0.059; number 2, C, carries -0.333; number 3, C, carries -0.218; number 4, C, carries -0.114; number 5, C, carries -0.179


Energy comparison, zero being the most stable, in hartree: version one 0.1684; version two 0.0000; version three 0.0351.


Version one
# C7H16O

A 2-piece molecular cluster, C7H16O overall (ωB97M-V/def2-TZVPD, the OMol25 dataset).

Output
Net charge: 0
HOMO-LUMO gap in eV: 9.73
Spin multiplicity: 1
E_LUMO in eV: 0.72
SMILES: C/C=C/CCCC.O

Positions of all 24 atoms, in Å:
C 3.763 -1.325 0.799
C 2.894 -0.375 -0.043
C 1.730 -0.008 0.485
C 0.845 1.030 -0.123
C -0.634 0.578 -0.258
C -1.320 0.538 1.156
C -2.315 1.689 1.169
H 4.011 -0.767 1.693
H 4.687 -1.597 0.289
H 3.167 -2.198 1.062
H 3.216 -0.052 -1.019
H 1.422 -0.459 1.432
H 1.312 1.346 -1.068
H 0.946 1.921 0.509
H -0.951 1.372 -0.938
H -0.749 -0.421 -0.691
H -0.563 0.704 1.928
H -1.801 -0.435 1.233
H -3.259 1.470 0.665
H -2.586 2.069 2.168
H -1.835 2.582 0.756
O -4.343 -2.706 -3.707
H -3.501 -3.186 -3.735
H -4.136 -1.770 -3.764

Löwdin atomic charge list, values in e, 5 entries: number 1, C, carries -0.107; number 2, C, carries -0.152; number 3, C, carries -0.162; number 4, C, carries -0.229; number 5, C, carries -0.204


Version two
# C7H16O

One molecule with the formula C7H16O (ωB97M-V/def2-TZVPD, the OMol25 dataset).

Output
Net charge: 0
HOMO-LUMO gap in eV: 10.13
Spin multiplicity: 1
E_LUMO in eV: 0.98
SMILES: CC(C)OC(C)(C)C

Positions of all 24 atoms, in Å:
C 2.644 0.746 0.260
C 1.289 0.168 0.610
C 0.339 1.390 1.418
O 0.704 -0.298 -0.557
C -0.648 -0.655 -0.584
C -1.546 0.838 -0.507
C -0.928 -1.269 -1.949
C -1.045 -1.576 0.558
H 3.312 -0.023 -0.128
H 3.100 1.190 1.143
H 2.527 1.516 -0.498
H 1.355 -0.634 1.356
H -0.593 1.120 1.906
H 1.007 1.543 2.262
H 0.317 2.284 0.810
H -1.754 1.458 0.359
H -1.106 1.398 -1.328
H -2.547 0.509 -0.780
H -0.786 -2.371 -1.943
H -0.235 -0.844 -2.675
H -1.957 -1.057 -2.259
H -0.368 -2.428 0.622
H -1.024 -1.057 1.522
H -2.055 -1.948 0.384

Löwdin atomic charge list, values in e, 5 entries: number 1, C, carries -0.052; number 2, C, carries -0.367; number 3, C, carries -0.037; number 4, O, carries -0.122; number 5, C, carries -0.542


Energy comparison, zero being the most stable, in hartree: version one 0.0000; version two 0.0080.